A:
20
Properties=species:S:1:pos:R:3:nbo_charge:R:1 method="wB97M-V/def2-TZVPD" homo_energy_ev=-15.1 molar_mass_g_mol=88.2 charge=+1
C -0.99 2.45 0.80 -0.49
C -0.90 -0.97 0.54 -0.14
C 0.08 -1.41 -0.52 -0.30
C 0.19 -0.58 -1.84 -0.64
C 1.57 -1.30 0.14 -0.58
N 0.16 1.49 0.70 -0.37
H -2.00 1.97 0.71 0.25
H -1.05 2.92 1.76 0.22
H -0.78 -1.61 1.43 0.25
H -0.53 0.34 0.85 0.22
H -0.07 -2.42 -0.75 0.29
H -0.78 -0.46 -2.35 0.22
H 0.77 -0.99 -2.67 0.26
H 0.35 0.49 -1.63 0.23
H 1.33 -1.62 1.18 0.19
H 2.26 -2.03 -0.27 0.25
H 1.85 -0.23 0.17 0.23
H -1.98 -0.92 0.20 0.27
H 0.69 1.61 1.57 0.39
H -0.88 3.33 0.16 0.27

---

B:
20
Properties=species:S:1:pos:R:3:nbo_charge:R:1 method="wB97M-V/def2-TZVPD" homo_energy_ev=-14.8 molar_mass_g_mol=88.2 charge=+1
C 2.48 -1.47 -0.50 -0.08
C 1.71 -1.73 -1.54 -0.32
N 1.95 -0.70 0.64 -0.70
H 3.53 -1.69 -0.39 0.24
H 2.20 -2.25 -2.35 0.26
H 0.68 -1.42 -1.59 0.23
H 0.96 -0.45 0.46 0.47
H 2.03 -1.19 1.53 0.45
H 2.47 0.17 0.80 0.44
C -2.47 1.81 -0.63 -0.62
C -2.35 1.22 0.76 -0.39
C -0.99 0.53 0.99 -0.64
H -1.69 2.51 -0.92 0.20
H -3.41 2.37 -0.71 0.23
H -2.53 1.08 -1.44 0.20
H -3.18 0.53 0.93 0.21
H -2.46 2.01 1.51 0.21
H -1.04 0.05 1.97 0.23
H -0.86 -0.19 0.17 0.17
H -0.21 1.29 0.93 0.20

---

C:
20
Properties=species:S:1:pos:R:3:nbo_charge:R:1 method="wB97M-V/def2-TZVPD" homo_energy_ev=-15.1 molar_mass_g_mol=88.2 charge=+1
C 1.43 0.53 1.73 -0.60
C 2.04 0.59 0.32 -0.41
C 1.82 -0.67 -0.54 -0.63
H 0.33 0.55 1.70 0.15
H 1.71 1.41 2.30 0.24
H 1.73 -0.35 2.30 0.23
H 3.11 0.75 0.48 0.23
H 1.67 1.48 -0.20 0.18
H 2.67 -0.81 -1.21 0.25
H 1.64 -1.58 0.03 0.21
H 0.96 -0.50 -1.20 0.17
C -2.53 -1.15 -0.44 -0.43
C -1.41 0.97 -0.90 0.13
N -1.49 -0.13 -0.27 -0.38
H -3.07 -1.21 0.50 0.25
H -2.03 -2.09 -0.66 0.25
H -3.22 -0.86 -1.22 0.24
H -2.24 1.24 -1.55 0.23
H -0.59 1.65 -0.70 0.24
H -0.69 -0.35 0.31 0.45

---

D:
20
Properties=species:S:1:pos:R:3:nbo_charge:R:1 method="wB97M-V/def2-TZVPD" homo_energy_ev=-14.9 molar_mass_g_mol=88.2 charge=+1
C -3.21 0.29 -0.83 -0.55
C -0.05 0.21 0.74 -0.64
C 1.41 0.38 0.24 -0.22
C 1.70 0.22 -1.28 -0.62
C 2.14 -0.81 0.94 -0.61
N -2.45 -0.37 0.14 -0.02
H -2.57 1.15 -1.14 0.37
H -4.11 0.79 -0.47 0.26
H 0.18 0.13 1.81 0.29
H -0.32 -0.85 0.66 0.27
H 1.91 1.27 0.62 0.23
H 2.46 0.90 -1.66 0.24
H 2.17 -0.77 -1.38 0.22
H 0.83 0.35 -1.92 0.21
H 2.24 -0.85 2.03 0.23
H 3.16 -0.97 0.59 0.24
H 1.58 -1.69 0.61 0.20
H -0.84 0.98 0.95 0.25
H -2.81 -0.07 1.07 0.37
H -3.42 -0.28 -1.74 0.30

---

Which of them is most stable? Easy: C.

---

A:
20
Properties=species:S:1:pos:R:3:nbo_charge:R:1 method="wB97M-V/def2-TZVPD" homo_energy_ev=-11.9 molar_mass_g_mol=88.2 charge=+1
C -1.50 -0.72 0.95 -0.21
C -1.15 0.35 -0.17 -0.44
C 0.36 0.45 -0.18 -0.41
C 0.94 -0.39 -1.33 -0.45
C 2.35 0.19 -1.61 -0.25
N -1.47 -0.13 2.26 -0.88
H -0.85 -1.56 0.84 0.17
H -2.49 -1.14 0.69 0.22
H -1.48 0.28 -1.22 0.21
H -1.77 1.27 0.20 0.25
H 0.53 1.51 -0.33 0.22
H 0.93 0.06 0.68 0.22
H 1.00 -1.55 -1.15 0.27
H 0.30 -0.21 -2.33 0.29
H 2.52 0.89 -2.44 0.27
H 3.24 -0.43 -1.73 0.27
H 2.47 0.94 -0.70 -0.05
H -0.61 0.15 2.68 0.37
H 2.84 1.48 0.12 0.53
H -2.30 -0.09 2.84 0.40

---

B:
20
Properties=species:S:1:pos:R:3:nbo_charge:R:1 method="wB97M-V/def2-TZVPD" homo_energy_ev=-13.2 molar_mass_g_mol=88.2 charge=+1
C -1.46 0.07 -2.64 -0.39
C -0.87 1.26 -2.52 -0.39
H -1.98 -0.32 -1.78 0.18
H -1.42 -0.45 -3.58 0.22
H -1.06 1.90 -1.67 0.18
H -0.19 1.71 -3.23 0.21
C -0.51 -1.75 0.43 -0.64
C -0.17 -0.33 0.80 -0.23
N 1.17 -0.26 1.46 -0.49
C 1.55 1.11 1.98 -0.41
H -0.51 -2.37 1.33 0.22
H -1.48 -1.93 -0.02 0.27
H 0.25 -2.16 -0.24 0.23
H -0.08 0.30 -0.09 0.24
H -0.87 0.14 1.48 0.22
H 1.89 -0.61 0.82 0.43
H 1.19 -0.92 2.24 0.43
H 1.73 1.74 1.12 0.24
H 2.43 0.96 2.60 0.24
H 0.67 1.52 2.47 0.24

---

Which of them is most stable? Easy: B.